A cluster of 2 separate species, C2H4ClN3 in total. Source: the OMol25 dataset; level of theory: ωB97M-V/def2-TZVPD.

Structure (XYZ):
```
10
Properties=species:S:1:pos:R:3:forces:R:3:lowdin_spin:R:1
C 0.552083 1.647485 -0.286925 1.280 -0.356 -0.578 0.0641
C 0.179541 -0.663728 -0.059337 -2.732 -3.819 0.908 0.0107
N 0.653168 0.366838 -0.390311 0.677 5.534 -1.502 -0.0046
N -2.640131 -0.626424 -0.196975 -0.067 -2.099 0.363 1.4699
N 0.736998 -1.660615 0.544977 -2.410 -2.564 0.694 -0.0017
Cl -2.669803 0.902322 -0.447509 0.036 2.052 -0.344 0.4560
H 0.937759 2.230968 -1.099496 0.101 0.361 -0.177 0.0031
H 0.329941 2.111245 0.651057 -0.391 0.140 0.413 0.0024
H 1.677385 -1.762473 0.614751 3.493 -0.012 0.450 -0.0001
H 0.243061 -2.545622 0.669772 0.012 0.763 -0.227 0.0001
```
Forces are in eV/Å.

Output
**Calculated total energy**: -19125.4540 eV
**2S+1**: 3
**HOMO (alpha / beta)**: -0.2753 / -0.2842 hartree
**Energy relative to the best compared isomer or geometry (same formula, charge and spin)**: 0.6641 eV
**Total charge**: 0
**⟨S²⟩**: 2.01
**HOMO-LUMO gap (alpha / beta)**: 0.303 / 0.292 hartree